{
  "formula": "C13H54N26O14",
  "method": "the ωB97M-V functional and the def2-TZVPD basis",
  "max_force_ha_per_bohr": 0.0809,
  "gap_ev": 9.71,
  "total_energy_ev": -81780.80022,
  "symbols": ["O", "H", "H", "C", "O", "N", "N", "H", "H", "H", "H", "C", "O", "N", "N", "H", "H", "H", "H", "C", "O", "N", "N", "H", "H", "H", "H", "C", "O", "N", "N", "H", "H", "H", "H", "C", "O", "N", "N", "H", "H", "H", "H", "C", "O", "N", "N", "H", "H", "H", "H", "C", "O", "N", "N", "H", "H", "H", "H", "C", "O", "N", "N", "H", "H", "H", "H", "C", "O", "N", "N", "H", "H", "H", "H", "C", "O", "N", "N", "H", "H", "H", "H", "C", "O", "N", "N", "H", "H", "H", "H", "C", "O", "N", "N", "H", "H", "H", "H", "C", "O", "N", "N", "H", "H", "H", "H"],
  "xyz": [[-16.627, -8.949, 6.525], [-17.107, -8.902, 5.690], [-15.669, -8.806, 6.204], [-15.916, -4.661, 2.207], [-14.725, -4.664, 2.555], [-16.446, -5.591, 1.322], [-16.826, -3.818, 2.729], [-15.922, -6.459, 0.981], [-17.414, -5.665, 1.065], [-17.845, -3.963, 2.721], [-16.621, -3.280, 3.519], [-20.618, -6.492, 2.034], [-19.528, -5.991, 1.663], [-21.450, -6.998, 1.037], [-21.060, -6.561, 3.334], [-22.401, -7.255, 1.158], [-21.048, -7.274, 0.181], [-20.513, -6.207, 4.118], [-22.055, -6.508, 3.571], [-20.778, -11.191, 2.554], [-20.312, -12.305, 2.297], [-20.731, -10.638, 3.753], [-21.280, -10.300, 1.607], [-21.407, -9.927, 3.935], [-20.439, -11.296, 4.501], [-21.141, -10.531, 0.625], [-21.640, -9.387, 1.839], [-15.704, -13.217, 0.254], [-15.241, -14.011, 1.027], [-16.272, -12.060, 0.770], [-15.705, -13.368, -1.161], [-16.223, -11.259, 0.165], [-16.073, -11.918, 1.779], [-16.527, -12.999, -1.622], [-15.493, -14.316, -1.390], [-19.252, -10.987, 6.781], [-20.215, -11.634, 6.325], [-17.975, -11.329, 6.990], [-19.498, -9.620, 7.126], [-17.679, -12.300, 6.900], [-17.251, -10.661, 6.886], [-20.464, -9.436, 7.037], [-18.935, -9.361, 7.955], [-15.632, -8.984, -0.035], [-16.434, -8.155, -0.459], [-15.272, -10.066, -0.818], [-15.166, -9.085, 1.244], [-15.199, -9.950, -1.806], [-14.520, -10.706, -0.486], [-15.564, -8.597, 2.028], [-14.518, -9.831, 1.526], [-17.504, -5.165, 5.798], [-17.645, -3.939, 5.712], [-16.966, -5.767, 6.894], [-17.938, -6.057, 4.757], [-16.832, -6.832, 6.858], [-16.587, -5.122, 7.626], [-17.792, -5.592, 3.855], [-17.541, -7.026, 4.832], [-14.029, -7.456, 4.628], [-14.079, -8.436, 5.339], [-14.613, -6.261, 4.996], [-13.328, -7.538, 3.467], [-14.863, -6.222, 5.919], [-14.709, -5.528, 4.291], [-13.037, -8.460, 3.134], [-13.307, -6.742, 2.938], [-20.316, -9.336, -1.973], [-21.297, -10.072, -2.088], [-19.072, -9.880, -1.882], [-20.393, -7.960, -1.870], [-18.942, -10.984, -1.940], [-18.321, -9.338, -1.505], [-19.546, -7.463, -2.276], [-21.257, -7.476, -2.070], [-14.333, -11.938, 3.685], [-13.980, -11.211, 2.716], [-14.612, -11.432, 4.961], [-14.473, -13.242, 3.529], [-14.361, -10.509, 5.226], [-14.746, -12.080, 5.746], [-14.783, -13.848, 4.336], [-14.545, -13.566, 2.588], [-17.742, -14.354, 4.342], [-16.846, -14.076, 5.133], [-17.536, -14.848, 3.100], [-19.043, -14.279, 4.687], [-16.537, -14.869, 2.739], [-18.284, -15.192, 2.445], [-19.726, -14.114, 3.964], [-19.279, -13.708, 5.538], [-19.595, -13.108, -1.139], [-18.721, -12.694, -1.886], [-19.371, -14.097, -0.196], [-20.800, -12.476, -1.066], [-18.438, -14.373, -0.106], [-19.755, -13.782, 0.705], [-20.886, -11.783, -1.801], [-21.517, -13.024, -0.604], [-17.905, -10.043, 3.099], [-17.498, -9.093, 3.736], [-18.149, -9.735, 1.801], [-17.782, -11.352, 3.471], [-18.380, -8.723, 1.708], [-18.771, -10.368, 1.317], [-17.225, -11.508, 4.258], [-18.268, -12.102, 3.032]],
  "forces_ev_per_a": [[1.95, 0.78, -0.23], [-0.36, -0.31, -0.60], [-1.22, -0.19, 0.49], [-0.08, -2.08, -0.53], [-0.57, 0.02, -0.24], [1.69, -1.48, -0.44], [-2.12, 0.32, -0.44], [-0.65, 2.22, 0.79], [-0.36, 0.45, 0.34], [0.92, -0.28, -0.76], [1.02, 0.75, 1.15], [1.28, 1.16, -1.67], [-1.56, -1.28, 1.42], [-0.01, 0.40, 1.75], [-0.75, 0.11, 0.65], [-0.54, -0.15, 0.48], [0.82, 0.04, -1.00], [0.50, 0.03, -0.87], [0.53, -0.30, -0.70], [-0.32, 1.20, -1.78], [-0.03, -0.03, -0.44], [0.33, -1.18, 1.86], [0.13, -1.45, -0.75], [0.00, 0.34, 0.51], [-0.55, 1.01, -0.15], [-0.33, 0.03, 0.34], [0.40, -0.20, 0.04], [-1.33, 2.51, -0.91], [0.96, -2.46, 0.31], [0.22, -1.33, 0.07], [-0.02, 0.55, 2.06], [-0.46, 0.15, 0.08], [-0.20, -0.04, -1.27], [-0.17, 0.02, -0.04], [0.13, -0.46, -0.32], [-1.79, 2.37, -0.03], [1.55, -0.50, 0.46], [-0.28, -2.58, 0.00], [2.30, -2.07, 0.16], [-0.39, 0.31, -0.27], [0.60, 1.19, 0.14], [-0.85, 0.53, 0.51], [-1.08, 0.34, -0.90], [-0.50, -0.44, 0.89], [0.31, 0.20, 0.28], [1.79, -0.99, 0.07], [0.68, -0.16, -0.53], [-0.30, 0.47, -0.51], [-0.80, 1.01, -0.23], [-0.37, 0.29, -0.21], [-0.52, 0.28, -0.12], [-0.53, 0.24, -0.87], [0.21, -1.23, -0.15], [0.39, -1.12, 0.39], [0.93, 0.21, 1.33], [-0.11, 2.18, 0.63], [-0.65, -1.33, -1.02], [-0.14, -0.75, 0.43], [-0.56, 1.46, -0.60], [0.33, 1.31, -0.78], [-0.64, -1.88, 1.92], [1.62, -1.41, -3.56], [-0.51, -1.65, 1.50], [-0.91, 0.54, 2.21], [0.06, 0.12, 0.51], [-0.28, 0.76, 0.26], [0.29, 2.08, -2.07], [0.29, -1.25, 0.07], [-0.48, 0.90, -0.25], [-0.07, -1.90, -0.18], [2.04, 1.27, -0.68], [-0.32, 2.72, 0.05], [0.49, 0.31, 0.10], [-1.61, -0.81, 0.98], [-0.04, -0.56, -0.27], [0.57, 2.09, 0.29], [-0.55, -0.39, 1.34], [-0.27, -1.64, -0.37], [-0.36, -1.69, 2.35], [0.44, 0.94, -0.31], [0.11, 0.36, -0.88], [0.23, 1.13, -1.58], [0.07, -0.45, -0.61], [-0.16, -0.50, 0.28], [0.44, 0.24, -0.01], [1.56, -0.61, -2.42], [-1.77, 1.30, 1.69], [-2.03, 0.07, 0.56], [1.23, 0.69, 1.46], [0.02, -0.07, -0.22], [0.54, -0.87, -1.22], [-0.25, 0.53, 1.49], [0.91, -0.03, -1.01], [-2.14, 0.72, 0.46], [1.27, -1.80, 0.33], [1.61, -0.29, -0.12], [0.09, -0.34, -0.36], [-1.23, 0.26, 0.19], [-0.30, 0.69, -0.46], [1.62, -0.47, -1.25], [0.57, 1.00, 2.74], [-1.77, 0.21, -1.02], [-0.62, 1.42, -0.77], [0.20, -1.27, -0.10], [0.13, 0.12, -0.40], [0.72, -0.42, 1.45], [-0.29, -0.26, -0.39]],
  "lowdin_charge": [-0.116, -0.009, 0.051, -0.646, -0.022, 0.166, 0.163, 0.101, 0.050, 0.110, 0.075, -0.596, -0.016, 0.150, 0.153, 0.085, 0.036, 0.090, 0.107, -0.676, -0.013, 0.189, 0.164, 0.106, 0.084, 0.076, 0.066, -0.622, 0.003, 0.169, 0.162, 0.021, 0.079, 0.058, 0.087, -0.608, -0.036, 0.185, 0.141, 0.103, 0.040, 0.073, 0.112, -0.653, -0.007, 0.120, 0.185, 0.106, 0.127, 0.082, 0.061, -0.651, -0.008, 0.121, 0.146, 0.099, 0.137, 0.048, 0.067, -0.628, -0.009, 0.204, 0.200, 0.044, 0.071, 0.117, 0.049, -0.661, -0.019, 0.169, 0.128, 0.109, 0.057, 0.144, 0.102, -0.630, -0.049, 0.175, 0.174, 0.042, 0.107, 0.122, 0.041, -0.728, -0.011, 0.161, 0.162, 0.111, 0.126, 0.077, 0.107, -0.630, -0.009, 0.166, 0.174, 0.056, 0.070, 0.058, 0.121, -0.661, 0.008, 0.181, 0.219, 0.124, 0.073, 0.057, 0.058]
}

=====

{
  "formula": "C13H59Br2FN5O23",
  "method": "the ωB97M-V functional and the def2-TZVPD basis",
  "max_force_ha_per_bohr": 0.0659,
  "gap_ev": 8.57,
  "total_energy_ev": -211773.77036,
  "total_charge": 1,
  "symbols": ["C", "C", "C", "N", "C", "C", "O", "O", "N", "C", "N", "C", "C", "C", "Br", "C", "C", "Br", "N", "C", "O", "N", "C", "O", "F", "H", "H", "H", "H", "H", "H", "H", "H", "H", "H", "H", "H", "H", "H", "H", "H", "H", "H", "H", "H", "H", "O", "H", "H", "O", "H", "H", "O", "H", "H", "O", "H", "H", "O", "H", "H", "O", "H", "H", "O", "H", "H", "O", "H", "H", "O", "H", "H", "O", "H", "H", "O", "H", "H", "O", "H", "H", "O", "H", "H", "O", "H", "H", "O", "H", "H", "O", "H", "H", "O", "H", "H", "O", "H", "H", "O", "H", "H"],
  "xyz": [[-1.879, -1.058, 3.970], [-1.829, -0.129, 2.751], [-1.059, -0.749, 1.568], [-0.192, 0.205, 0.881], [1.093, 0.464, 1.096], [1.942, -0.256, 2.077], [1.974, -1.618, 1.687], [2.644, -2.238, 2.788], [1.533, 1.436, 0.310], [0.508, 1.816, -0.452], [0.561, 2.739, -1.405], [1.886, 3.365, -1.653], [2.786, 2.479, -2.499], [-0.592, 3.130, -2.171], [-0.142, 3.401, -4.049], [-1.366, 4.382, -1.626], [-1.075, 5.725, -2.290], [-1.099, 4.576, 0.300], [-0.589, 1.040, -0.136], [-1.961, 0.883, -0.555], [-2.854, 1.249, 0.118], [-2.149, 0.109, -1.748], [-2.338, -1.258, -1.445], [-1.555, -2.118, -1.616], [-3.500, -1.477, -0.852], [-1.639, -0.523, 4.888], [-1.153, -1.873, 3.903], [-2.850, -1.528, 4.106], [-1.380, 0.831, 3.007], [-2.856, 0.090, 2.459], [-1.763, -1.190, 0.862], [-0.431, -1.561, 1.922], [2.948, 0.162, 2.001], [1.600, -0.152, 3.110], [2.608, -3.187, 2.574], [1.748, 4.370, -2.036], [2.370, 3.483, -0.685], [3.829, 2.725, -2.308], [2.630, 2.595, -3.567], [2.664, 1.438, -2.204], [-1.299, 2.314, -2.265], [-2.426, 4.170, -1.756], [-1.627, 5.829, -3.221], [-0.011, 5.902, -2.437], [-1.436, 6.517, -1.634], [-1.313, 0.120, -2.333], [-2.438, 7.836, 0.758], [-3.357, 7.603, 0.927], [-1.983, 6.995, 0.645], [3.243, 0.060, 4.926], [3.032, -0.426, 5.732], [3.555, -0.630, 4.325], [4.851, 0.555, -3.657], [5.240, -0.277, -3.350], [5.249, 0.690, -4.525], [-4.719, -2.988, 4.525], [-5.350, -2.918, 3.792], [-5.151, -3.575, 5.156], [-5.653, -3.350, 1.747], [-5.568, -3.028, 0.841], [-4.942, -3.992, 1.849], [3.841, -4.750, 3.749], [4.491, -4.584, 3.053], [4.363, -4.846, 4.552], [6.966, 2.370, -4.851], [7.846, 2.505, -4.486], [6.709, 3.232, -5.191], [0.741, -2.902, -1.940], [-0.137, -2.538, -1.784], [1.365, -2.270, -1.566], [-1.275, 0.360, -5.857], [-2.175, 0.693, -5.777], [-0.730, 0.991, -5.377], [6.099, -2.025, -2.523], [5.863, -2.263, -1.622], [6.260, -2.866, -2.963], [4.255, -5.177, 0.926], [3.588, -5.158, 0.231], [3.952, -5.868, 1.527], [3.185, -1.695, -3.367], [2.435, -1.867, -3.946], [3.247, -0.729, -3.298], [1.721, -5.816, -2.328], [0.943, -6.069, -2.833], [1.732, -4.853, -2.369], [-6.112, -2.701, -0.338], [-6.423, -3.256, -1.061], [-5.416, -2.163, -0.722], [-8.853, -3.512, 2.506], [-9.047, -3.817, 1.614], [-8.086, -2.940, 2.396], [6.007, -1.341, 5.218], [6.838, -1.157, 5.666], [5.604, -0.474, 5.089], [-6.055, -0.087, 4.605], [-6.996, -0.278, 4.552], [-5.617, -0.945, 4.563], [-6.611, 0.581, -0.275], [-6.701, 0.626, -1.232], [-5.858, 0.005, -0.118], [3.344, 5.948, -2.482], [4.085, 5.929, -1.867], [3.642, 6.521, -3.196]],
  "forces_ev_per_a": [[0.22, -0.22, 0.23], [-0.21, -0.06, 0.13], [-0.75, 0.07, 0.60], [0.58, -0.57, 0.20], [-0.31, 0.32, -0.31], [0.58, -0.22, -0.02], [-0.38, -0.01, -0.09], [0.14, -0.07, 0.26], [0.33, 0.15, 0.05], [-0.61, -0.56, -0.26], [0.30, 0.01, -0.29], [0.42, -0.06, 0.43], [0.15, 0.23, -0.03], [-0.28, 0.54, 0.29], [-0.02, -0.15, -0.08], [0.04, 0.20, -0.54], [-0.03, 0.23, 0.45], [-0.01, -0.33, 0.02], [0.19, 0.32, -0.17], [-0.63, 0.15, -0.20], [-0.23, 0.13, 0.18], [0.82, -0.52, -0.03], [-0.11, 0.66, 0.10], [-1.58, -0.10, -0.22], [-0.22, 0.17, 0.07], [-0.10, 0.08, -0.02], [0.05, 0.05, -0.07], [-0.04, 0.04, -0.05], [0.11, -0.04, 0.00], [0.07, 0.15, -0.15], [0.22, -0.01, -0.05], [0.30, 0.07, -0.18], [-0.06, 0.15, 0.09], [-0.17, 0.06, -0.06], [0.07, 0.09, -0.02], [-0.15, -0.09, -0.21], [-0.25, 0.05, 0.14], [-0.01, 0.02, 0.00], [-0.14, -0.14, 0.00], [0.02, -0.05, -0.11], [-0.01, -0.08, 0.31], [0.00, -0.07, 0.17], [0.19, -0.15, -0.15], [0.01, -0.06, -0.11], [-0.05, 0.01, -0.04], [-0.02, 0.09, 0.02], [0.01, -0.02, -0.13], [0.03, 0.02, 0.03], [-0.07, 0.03, 0.12], [0.09, -0.13, -0.12], [0.03, 0.07, 0.04], [-0.08, -0.11, 0.07], [-0.14, -0.17, 0.07], [0.17, -0.10, 0.03], [0.12, 0.20, 0.10], [-0.31, 0.15, -0.03], [0.17, -0.22, -0.26], [0.08, 0.06, 0.04], [1.01, -0.79, 2.76], [-0.26, -0.44, 0.48], [-0.14, -0.07, 0.33], [0.09, 0.02, -0.17], [0.00, 0.06, 0.01], [-0.10, 0.07, 0.04], [-0.02, 0.12, -0.06], [-0.01, -0.08, 0.00], [0.03, -0.03, -0.03], [0.81, -0.03, 0.03], [0.83, -0.38, -0.15], [0.23, -0.17, -0.21], [-0.04, -0.14, 0.29], [0.03, 0.05, -0.11], [0.01, 0.12, -0.11], [0.15, 0.10, 0.09], [-0.03, 0.00, -0.02], [-0.08, 0.05, -0.08], [-0.17, 0.07, 0.16], [0.05, -0.06, -0.10], [0.00, -0.07, -0.12], [-0.43, 0.10, 0.29], [0.01, -0.03, 0.06], [0.24, -0.17, -0.37], [0.13, 0.01, 0.04], [0.03, -0.01, 0.02], [-0.20, 0.08, 0.03], [-0.55, 1.16, -3.13], [-0.13, -0.16, 0.06], [-0.09, 0.18, -0.41], [-0.04, 0.09, -0.03], [-0.02, -0.02, 0.07], [0.12, -0.11, -0.04], [-0.03, 0.10, -0.04], [0.00, -0.06, -0.02], [0.00, 0.00, 0.10], [0.04, 0.03, -0.14], [0.03, 0.02, 0.02], [0.03, -0.08, 0.19], [0.06, 0.07, -0.10], [-0.06, 0.01, 0.01], [-0.03, 0.05, 0.12], [0.10, 0.03, -0.03], [-0.04, 0.02, 0.01], [-0.05, 0.00, 0.01]],
  "lowdin_charge": [-0.066, -0.186, -0.079, 0.061, -0.176, -0.110, -0.126, -0.009, 0.257, -0.295, -0.094, -0.213, -0.088, -0.646, 0.915, -0.686, -0.174, 0.848, 0.152, -0.415, 0.238, 0.220, -0.481, 0.209, 0.171, 0.083, 0.076, 0.050, 0.118, 0.104, 0.110, 0.128, 0.146, 0.132, 0.093, 0.076, 0.120, 0.084, 0.051, 0.061, 0.053, 0.096, 0.075, 0.071, 0.059, 0.156, -0.071, 0.040, -0.075, -0.053, 0.060, 0.010, -0.068, 0.008, 0.038, -0.063, 0.005, 0.059, -0.072, -0.110, 0.049, -0.054, 0.022, 0.055, -0.048, 0.044, 0.038, -0.055, -0.060, 0.024, -0.067, 0.034, -0.049, -0.043, 0.047, 0.054, -0.052, 0.040, 0.041, -0.064, 0.040, 0.001, -0.067, 0.033, -0.005, 0.025, 0.111, 0.042, -0.059, 0.031, 0.007, -0.063, 0.040, 0.012, -0.060, 0.036, -0.013, -0.039, 0.038, -0.002, -0.046, 0.051, 0.050]
}

=====

{
  "formula": "C13H5F11N3PSeSr",
  "method": "the ωB97M-V functional and the def2-TZVPD basis",
  "s2": 0.761,
  "max_force_ha_per_bohr": 0.0060,
  "multiplicity": 2,
  "gap_ev": [7.77, 5.87],
  "total_energy_ev": -123404.86923,
  "total_charge": -1,
  "symbols": ["Sr", "C", "C", "C", "C", "C", "H", "H", "H", "H", "H", "F", "C", "C", "F", "C", "F", "C", "Se", "C", "F", "C", "F", "N", "C", "N", "C", "N", "F", "P", "F", "F", "F", "F", "F"],
  "xyz": [[-1.164, 0.542, 0.401], [0.908, 1.943, 2.531], [-0.216, 1.458, 3.152], [-0.179, 0.015, 3.074], [0.962, -0.361, 2.376], [1.670, 0.822, 2.038], [1.198, 2.978, 2.427], [-1.005, 2.025, 3.618], [-0.931, -0.641, 3.491], [1.290, -1.371, 2.181], [2.681, 0.873, 1.668], [4.016, -2.577, -3.642], [3.436, -1.581, -2.970], [3.850, -0.275, -3.165], [4.834, -0.018, -4.033], [3.251, 0.753, -2.462], [3.692, 1.994, -2.689], [2.218, 0.530, -1.554], [1.415, 1.978, -0.635], [1.838, -0.793, -1.388], [0.847, -1.105, -0.529], [2.421, -1.842, -2.070], [2.015, -3.096, -1.869], [-3.094, 0.874, 1.920], [-3.692, 0.742, 2.919], [-4.205, 0.644, 4.089], [-5.462, 0.266, 4.264], [-6.550, -0.041, 4.519], [-2.117, 0.827, -1.904], [-2.312, -0.700, -2.575], [-2.453, -2.192, -3.107], [-2.430, -0.056, -4.023], [-2.146, -1.268, -1.006], [-0.704, -0.772, -2.713], [-3.880, -0.577, -2.335]],
  "forces_ev_per_a": [[0.24, 0.00, 0.01], [-0.09, 0.09, 0.07], [-0.03, -0.09, -0.06], [0.00, 0.04, -0.01], [-0.04, 0.03, 0.04], [0.05, -0.12, -0.02], [0.00, 0.00, 0.00], [0.03, 0.03, 0.01], [0.05, -0.02, 0.04], [0.01, 0.00, -0.01], [-0.01, -0.01, -0.02], [0.00, 0.00, 0.00], [0.01, 0.02, -0.01], [0.03, -0.02, -0.01], [0.00, 0.00, 0.00], [-0.05, 0.00, 0.04], [0.01, 0.00, -0.01], [0.09, -0.05, -0.11], [-0.10, 0.05, 0.04], [-0.02, 0.05, -0.02], [-0.05, -0.03, 0.07], [-0.02, -0.01, 0.02], [0.00, 0.01, 0.00], [-0.10, -0.02, -0.04], [0.05, 0.03, 0.05], [-0.06, -0.04, -0.08], [0.02, 0.08, 0.01], [0.01, -0.04, 0.01], [-0.03, 0.00, 0.01], [-0.05, 0.01, -0.30], [0.01, 0.05, 0.03], [-0.01, -0.01, 0.03], [0.06, -0.08, 0.07], [-0.02, 0.02, 0.06], [0.00, 0.02, 0.08]],
  "mulliken_spin": [0.004, 0.047, 0.041, 0.272, -0.041, 0.265, -0.004, 0.001, 0.015, -0.001, 0.022, 0.001, 0.020, -0.011, -0.001, -0.023, 0.000, -0.007, 0.376, 0.033, -0.004, -0.002, 0.000, -0.003, -0.004, 0.002, 0.000, 0.000, 0.000, 0.000, 0.000, 0.000, 0.000, 0.000, 0.000]
}